1.
Here is a structure of composition C24H38F6N3NiOSi from the OMol25 dataset. Energies are from ωB97M-V with the def2-TZVPD basis set.

Geometry as XYZ:
```
74
Properties=species:S:1:pos:R:3:forces:R:3
Ni -0.21819 -0.36149 0.24345 0.456 -0.283 0.056
C -0.93721 1.81966 3.61248 -0.064 -0.140 -0.137
C 0.50910 1.64612 3.08088 -0.205 -0.204 -0.099
N 0.70785 0.35233 2.43480 -0.062 0.023 0.255
C 0.64645 -0.76883 3.37390 -0.113 0.080 -0.119
C -0.11779 -1.98417 2.81950 -0.006 0.241 -0.051
N -1.19610 -1.61686 1.89943 -0.151 -0.093 0.067
C -2.49619 -1.33393 2.51473 0.163 0.206 -0.040
C -2.47352 -0.14465 3.47111 0.141 0.161 -0.093
N -1.95997 1.08470 2.86822 -0.024 -0.023 0.329
H -0.99262 1.52317 4.66210 -0.030 -0.059 0.056
H -1.16204 2.88912 3.58998 -0.004 0.058 0.031
H 0.71955 2.41857 2.34724 0.021 0.030 -0.105
H 1.19819 1.79436 3.92106 0.093 0.063 0.084
H 1.57205 0.32395 1.90716 0.064 -0.035 -0.088
H 1.64584 -1.10339 3.66028 0.089 -0.040 0.039
H 0.16343 -0.41876 4.28562 0.007 0.022 0.041
H 0.58107 -2.59296 2.26054 0.085 -0.120 -0.141
H -0.49601 -2.58404 3.65593 -0.012 -0.056 0.090
H -1.31438 -2.36881 1.23321 -0.074 -0.048 -0.162
H -3.20698 -1.13305 1.71011 0.049 -0.019 -0.060
H -2.86201 -2.20090 3.07781 -0.066 -0.079 0.049
H -3.50388 0.00559 3.80444 -0.111 -0.008 0.073
H -1.90680 -0.41714 4.36856 0.056 0.025 0.008
H -1.59312 0.87569 1.95206 0.052 -0.008 -0.287
C -0.42952 1.94191 -2.54671 0.165 -0.271 -0.236
Si -0.63880 1.73566 -0.67097 -0.267 0.525 -0.023
C -2.42551 2.37213 -0.45400 -0.142 0.053 0.062
C 0.41535 3.22470 -0.06567 0.083 -0.006 0.113
C -0.11993 4.37463 0.52757 0.069 0.015 0.015
C 0.69310 5.42278 0.95672 0.012 -0.085 -0.024
C 2.07196 5.34625 0.80277 -0.057 -0.063 -0.015
C 2.63019 4.21326 0.21834 -0.076 -0.071 -0.034
C 1.81095 3.17120 -0.20350 0.015 0.003 0.032
H -0.46689 3.00785 -2.80246 -0.010 -0.109 -0.010
H -1.24577 1.42076 -3.06360 0.172 0.055 0.071
H 0.51983 1.52455 -2.91202 -0.192 0.091 0.034
H -2.56299 3.31077 -1.01410 -0.042 -0.167 0.116
H -2.69100 2.54525 0.59763 -0.003 -0.017 -0.177
H -3.12876 1.62826 -0.85487 0.124 0.125 0.058
H -1.19645 4.45358 0.66683 0.125 0.002 -0.037
H 0.24969 6.30217 1.41278 0.001 -0.028 -0.005
H 2.70773 6.15725 1.13956 -0.016 -0.008 -0.011
H 3.70626 4.14204 0.09655 -0.036 -0.007 0.010
H 2.26336 2.27685 -0.63770 -0.059 0.156 0.071
C -0.35788 -2.48905 -4.57855 0.024 -0.011 0.034
C -1.64084 -2.21986 -3.77528 0.106 0.020 0.030
C -2.45174 -3.51710 -3.66775 -0.010 -0.071 -0.001
C -2.47379 -1.15554 -4.50225 -0.028 0.000 -0.041
C -1.28381 -1.74064 -2.42641 -0.140 0.042 0.216
C -0.98432 -1.34279 -1.31133 -0.089 0.004 -0.222
H -0.60117 -2.85915 -5.58127 -0.003 0.026 0.047
H 0.26257 -3.22893 -4.06827 -0.052 0.045 -0.059
H 0.22499 -1.56973 -4.67515 -0.021 -0.052 0.008
H -2.66800 -3.91765 -4.66459 -0.005 0.016 0.036
H -3.39775 -3.33317 -3.15337 0.043 -0.016 0.003
H -1.89450 -4.26695 -3.10022 -0.039 0.050 -0.052
H -2.74575 -1.50060 -5.50721 0.018 0.020 0.058
H -1.90742 -0.22619 -4.59226 -0.032 -0.049 -0.006
H -3.38892 -0.94197 -3.94568 0.032 0.000 -0.016
C 3.46368 -1.22177 -1.35270 -0.060 0.141 0.045
C 2.64283 -1.80344 -0.18970 0.110 -0.072 -0.079
O 1.72709 -0.95026 0.30245 0.087 -0.273 0.024
C 2.03457 -3.15762 -0.70806 -0.221 0.166 0.153
F 0.97751 -3.55987 0.02610 0.336 -0.011 -0.135
F 1.61887 -3.05429 -1.98070 0.093 -0.106 0.256
F 2.94196 -4.17573 -0.68526 -0.209 0.173 -0.025
C 3.63883 -2.14618 0.97199 -0.269 0.149 0.036
F 4.81473 -2.68065 0.57105 -0.208 -0.009 0.130
F 3.95038 -1.01822 1.64675 0.042 -0.276 -0.070
F 3.09568 -3.00168 1.87785 0.229 0.213 -0.177
H 2.75349 -0.84888 -2.09163 0.072 -0.014 0.051
H 4.12205 -1.96190 -1.81044 0.009 0.049 -0.013
H 4.05710 -0.38632 -0.97586 -0.035 -0.041 -0.037
```
Forces are in eV/Å.

The value obtained for the electronic energy is -97249.682 eV. The energy above the lowest of the compared OMol25 structures with the same formula, charge and spin is 11.3 kcal/mol. The multiplicity is 3. The calculation puts the molecular weight at 585.36 g mol⁻¹. The HOMO-LUMO gap (spin up / spin down) is 6.33 / 7.79 eV. Its total charge is -1.

2.
Here is a structure of composition C22H24NO5Pb from the OMol25 dataset. Energies are from ωB97M-V with the def2-TZVPD basis set.

Geometry as XYZ:
```
53
Properties=species:S:1:pos:R:3:forces:R:3
Pb 0.00000 0.00000 0.00000 0.756 0.652 3.908
C 0.69470 -1.65340 1.62660 0.210 -1.690 0.819
C -0.71160 -1.65550 1.64860 -0.295 -1.855 0.790
C -1.17000 -2.10440 0.39900 -0.529 -1.294 0.532
H -1.32760 -1.31540 2.45990 -0.107 -0.117 -0.020
C -0.04780 -2.38790 -0.40030 0.129 -1.670 -0.064
C 1.10600 -2.11370 0.35690 0.349 -1.894 0.567
H 2.12180 -2.23620 0.02560 0.108 0.090 -0.066
H 1.33580 -1.33860 2.43170 0.059 0.121 0.028
H -2.19670 -2.13540 0.08100 -0.096 0.009 -0.032
H -0.06790 -2.70300 -1.42910 0.001 0.005 -0.113
C 1.49820 1.75740 0.74260 1.787 1.609 -0.104
C 2.29920 0.66340 0.40450 1.512 0.988 -0.046
C 2.13490 0.41340 -0.97990 1.642 1.017 -0.869
H 2.90160 0.08620 1.08330 -0.048 -0.134 0.081
C 1.27950 1.40520 -1.49770 1.477 0.781 -1.047
C 0.86500 2.21870 -0.43820 0.672 1.251 0.105
H 0.15010 3.02000 -0.48640 -0.115 0.153 -0.027
H 1.34540 2.15430 1.73020 0.096 0.024 -0.091
H 2.60110 -0.37290 -1.54780 -0.008 -0.113 -0.037
H 0.93400 1.45690 -2.51590 -0.029 -0.026 -0.063
O -1.13410 -0.02390 -1.44610 -5.727 -0.028 -7.427
C -0.75630 0.29040 -4.40840 -0.078 -0.073 0.037
C -2.01340 0.49040 -3.63920 -0.024 0.009 0.126
C -0.28570 -1.08660 -4.68730 0.088 -0.078 -0.035
C -0.13360 1.44470 -5.10010 0.039 0.093 -0.070
C -1.78820 0.95820 -2.19720 -0.261 -0.193 0.522
H -2.59730 -0.43300 -3.59640 0.042 -0.054 0.000
H -2.64340 1.24320 -4.12290 -0.083 0.137 -0.111
H -1.24150 1.90600 -2.19830 0.144 0.140 -0.073
H -2.75210 1.15390 -1.71440 -0.197 0.172 -0.188
H -0.78460 -1.52560 -5.56460 -0.057 -0.019 -0.085
H -0.49540 -1.74970 -3.84910 -0.009 -0.028 0.110
H 0.78520 -1.12140 -4.89430 0.078 0.020 0.010
H -0.57700 1.62160 -6.09190 -0.062 -0.007 -0.078
H 0.93490 1.29900 -5.26620 0.074 -0.025 0.036
H -0.26340 2.37370 -4.54180 -0.011 0.047 0.067
O -2.76700 0.92960 2.19050 3.904 1.411 2.213
C -1.54890 1.10370 2.65080 -2.528 -2.964 -3.872
O -0.49780 0.83360 1.91120 -2.855 3.109 4.318
C -1.25330 1.17590 4.11060 0.461 0.349 1.029
C 0.09400 1.18260 4.53690 -0.528 0.004 0.459
C 0.42660 1.14070 5.88750 -0.148 -0.033 0.139
C -0.57500 1.08570 6.86630 -0.903 0.191 -2.446
C -1.92480 1.09210 6.45090 0.410 -0.030 -0.145
C -2.26060 1.13770 5.08660 0.779 -0.012 0.537
N -0.22530 1.00760 8.25050 0.224 -0.222 0.555
O 0.92250 0.98810 8.58590 2.599 0.150 -0.621
O -1.07430 0.93180 9.08580 -2.751 -0.009 0.839
H 0.90960 1.19340 3.82690 -0.254 -0.003 -0.195
H 1.47470 1.13110 6.16290 -0.161 0.003 0.161
H -2.71990 1.04140 7.18260 0.133 0.008 0.092
H -3.30300 1.11050 4.79850 0.087 0.028 -0.158
```
Forces are in eV/Å.

The value obtained for the electronic energy is -40168.548 eV. The calculation puts the molecular weight at 589.64 g mol⁻¹. The HOMO-LUMO gap (spin up / spin down) is 4.02 / 5.99 eV. Its total charge is -1.

3.
Here is a cluster of 2 separate species, C3H3NO in total from the OMol25 dataset. Energies are from ωB97M-V with the def2-TZVPD basis set.

Geometry as XYZ:
```
8
Properties=species:S:1:pos:R:3:forces:R:3
O 1.15094 1.40113 0.08983 0.069 -0.554 -0.029
C -1.35635 0.54619 0.00871 0.122 -0.554 -0.026
C -1.24700 -0.66668 -0.05119 -0.173 0.554 0.026
N 0.77969 -0.95123 -0.03997 0.358 0.427 0.029
C 1.28949 0.20134 0.02819 -0.499 0.315 0.010
H -1.41414 1.61171 0.06202 0.011 -0.161 -0.008
H -1.48556 -1.70781 -0.10623 0.049 0.155 0.007
H 2.28293 -0.43464 0.00864 0.063 -0.181 -0.009
```
Forces are in eV/Å.

The value obtained for the electronic energy is -6691.705 eV. The energy above the lowest of the compared OMol25 structures with the same formula, charge and spin is 110.4 kcal/mol. The calculation puts the molecular weight at 69.06 g mol⁻¹. The HOMO-LUMO gap is 9.52 eV. Its total charge is 0.

4.
Here is a cluster of 2 separate species, C4H5ClFN in total from the OMol25 dataset. Energies are from ωB97M-V with the def2-TZVPD basis set.

Geometry as XYZ:
```
12
Properties=species:S:1:pos:R:3:forces:R:3
C -0.06439 0.20570 0.39542 -3.158 0.958 -1.518
C -1.06836 -0.53143 -0.52712 -3.360 -0.758 -1.118
C -2.18112 -0.87388 -1.01403 1.165 -1.596 1.428
C 1.23833 -0.35543 0.58032 3.533 -3.602 0.998
H -0.83262 2.14138 -0.34570 4.334 -2.529 1.416
H 1.34392 1.49413 -0.53799 -5.152 1.110 1.579
H -0.56000 0.09904 1.34025 -0.278 -0.194 0.975
H -3.18573 -1.59703 -1.24210 3.569 2.800 0.530
H 1.93467 -0.09702 1.54422 -1.811 0.118 -2.785
N 0.13164 1.55859 0.12976 1.145 4.018 -3.662
F 0.95891 -1.68497 0.70595 0.666 -0.923 0.625
Cl 2.28476 -0.35908 -1.02898 -0.653 0.599 1.533
```
Forces are in eV/Å.

The value obtained for the electronic energy is -20952.752 eV. The energy above the lowest of the compared OMol25 structures with the same formula, charge and spin is 122.9 kcal/mol. The calculation puts the molecular weight at 121.54 g mol⁻¹. The HOMO-LUMO gap is 10.08 eV. Its total charge is 0.

5.
Here is the molecule C4H7FS from the OMol25 dataset. Energies are from ωB97M-V with the def2-TZVPD basis set.

Geometry as XYZ:
```
13
Properties=species:S:1:pos:R:3:forces:R:3
C -0.54850 -0.75392 -1.93029 -6.236 2.679 9.755
C -0.26010 -0.16812 -0.66838 0.817 0.482 -3.030
C -1.29077 0.48908 0.34674 0.390 1.439 -0.371
F -2.62443 0.24841 -0.08532 1.263 0.428 0.144
S 1.41958 0.67569 -0.54412 -1.586 -0.588 1.283
C 1.74721 -0.00590 1.17392 0.981 -0.330 1.586
H -1.69429 -0.94381 -1.87211 2.150 -0.136 -1.229
H 0.09725 -0.93549 -2.62618 3.599 -1.139 -4.019
H -0.93112 1.66766 0.17156 -1.572 -2.898 0.828
H -1.36239 0.22835 1.49873 0.852 0.316 -2.538
H 2.14728 -1.02225 0.75810 -0.701 1.538 2.106
H 2.55893 0.57786 1.98323 -2.208 -1.593 -3.023
H 0.74135 -0.05756 1.79410 2.251 -0.199 -1.492
```
Forces are in eV/Å.

The value obtained for the electronic energy is -17810.374 eV. The energy above the lowest of the compared OMol25 structures with the same formula, charge and spin is 91.5 kcal/mol. The SMILES is C=C(CF)SC. The calculation puts the molecular weight at 106.16 g mol⁻¹. The HOMO-LUMO gap is 9.39 eV. Its total charge is 0.